1.
Density functional theory data (wB97M-V/def2-TZVPD) for C4H8O2 in the gas phase.

LUMO, eV: 0.526
HOMO-LUMO gap, eV: 9.2344
Relative energy (zero: lowest compared OMol25 entry of this formula, charge and spin), kJ/mol: 398.1
Calculated total energy, eV: -8369.156

Positions of all 14 atoms, in Å:
C1 1.41030 -0.24082 0.96847
C2 0.07636 0.18395 0.44591
C3 0.16184 0.61100 -1.04844
O1 -0.94662 1.27913 -1.56933
C4 -1.84273 -0.85598 0.03839
O2 -0.82859 -1.01672 0.81358
H1 1.29896 -0.55084 2.00668
H2 2.12427 0.57910 0.89073
H3 1.77093 -1.09036 0.37699
H4 -0.41496 0.99036 0.99454
H5 0.99580 1.33108 -1.10055
H6 0.46319 -0.25401 -1.66514
H7 -1.68612 0.68671 -1.32329
H8 -2.58263 -1.65260 0.17145

Force components x, y, z for each atom (eV/Å):
0.2 0.0 0.1
0.1 -0.1 0.3
0.3 -0.4 0.4
-0.2 -0.2 0.1
-0.8 -0.2 -0.4
-0.1 1.5 -1.9
0.2 0.0 0.0
0.1 -0.1 0.1
0.0 0.1 0.1
0.3 0.0 0.1
-0.1 -0.3 0.2
-0.1 0.0 0.2
-0.1 0.1 0.0
0.1 -0.6 0.6


2.
Density functional theory data (wB97M-V/def2-TZVPD) for 2 unconnected molecules or ions with the total composition C3H5Br3O3.

LUMO (alpha / beta), eV: 0.092 / -3.936
⟨S²⟩: 2.01
HOMO-LUMO gap (alpha / beta), eV: 5.0843 / 5.7804
2S+1: 3
Calculated total energy, eV: -219456.072

Positions of all 14 atoms, in Å:
C1 0.85109 0.78895 -1.40558
C2 -0.13038 0.84279 -0.36512
C3 -0.39902 -0.80353 0.85851
O1 -1.68319 -1.14252 0.74649
O2 0.45227 -1.70805 0.38254
O3 -0.16677 -0.38717 2.11652
Br1 2.70427 0.20773 -0.84103
Br2 -1.85684 1.04497 -1.33244
Br3 0.12043 2.42590 0.86129
H1 0.64128 0.08518 -2.19137
H2 1.08177 1.79343 -1.83188
H3 -1.87621 -1.46570 -0.09966
H4 1.32612 -1.61589 0.83954
H5 -1.06483 -0.06608 2.26218

Force components x, y, z for each atom (eV/Å):
1.8 0.1 -0.1
1.8 1.8 1.7
0.6 -1.4 1.0
0.4 0.8 1.6
0.6 0.6 0.2
-0.3 0.1 -1.6
0.6 -0.1 0.2
-3.8 -0.4 -1.7
0.4 -0.9 0.0
-0.3 -0.2 -0.2
-0.4 -0.7 0.5
-0.6 -0.7 -2.3
-0.6 0.1 -0.7
-0.1 0.7 1.4


3.
Density functional theory data (wB97M-V/def2-TZVPD) for 13 unconnected molecules or ions with the total composition C17H60O13.

LUMO, eV: 0.556
HOMO-LUMO gap, eV: 10.4630
Relative energy (zero: lowest compared OMol25 entry of this formula, charge and spin), kJ/mol: 227.6
Calculated total energy, eV: -45214.311

Positions of all 90 atoms, in Å:
C1 0.66973 -0.71479 1.49705
O1 -0.05674 -1.89718 1.88527
H1 -0.01195 0.01615 1.05801
H2 1.19998 -0.24030 2.30314
H3 1.40685 -0.91850 0.81009
H4 0.56592 -2.63781 1.69983
C2 -4.53801 -0.37664 3.62191
O2 -5.60739 -0.52596 4.60815
H5 -3.70000 0.25785 3.93310
H6 -4.16532 -1.35505 3.40513
H7 -5.04147 0.05566 2.71872
H8 -5.32215 -0.11907 5.41513
C3 5.14846 1.78208 2.30557
O3 4.36408 0.94316 1.44960
H9 4.91355 2.83867 2.10116
H10 5.03065 1.58579 3.37768
H11 6.22860 1.72983 2.18564
H12 3.66281 1.49274 1.02337
C4 4.48145 -2.03467 3.25479
O4 3.57122 -1.62436 2.33308
H13 5.41970 -2.36192 2.85205
H14 4.63658 -1.33020 4.08429
H15 4.04553 -2.96179 3.65275
H16 3.85682 -0.76097 1.97493
C5 -1.17427 1.02688 -4.33548
O5 -0.35481 1.18178 -3.16249
H17 -2.11557 0.45871 -4.21934
H18 -1.33393 2.02366 -4.73397
H19 -0.50960 0.45448 -5.05810
H20 -0.13079 0.29279 -2.81048
C6 -2.65526 -2.27344 0.19096
O6 -1.52501 -2.45354 -0.68850
H21 -3.53494 -1.97748 -0.41332
H22 -2.78499 -3.17029 0.74619
H23 -2.43347 -1.57408 0.95141
H24 -0.80188 -2.35176 -0.08424
C7 -2.12207 -3.70478 3.85673
O7 -0.71324 -3.77508 3.99221
H25 -2.42835 -4.43403 3.01623
H26 -2.72485 -4.00034 4.72433
H27 -2.43101 -2.74159 3.58411
H28 -0.46447 -2.89293 3.70688
C8 2.36878 3.33944 -4.23614
O8 2.03762 2.84655 -2.90598
H29 1.62040 4.11132 -4.61880
H30 3.22639 3.98614 -4.16219
H31 2.42015 2.55663 -4.97890
H32 1.26517 2.26827 -2.97709
C9 -0.61327 2.49199 0.14528
O9 -1.07176 1.23345 -0.41864
H33 0.42744 2.39814 0.49897
H34 -0.67118 3.32140 -0.54380
H35 -1.24255 2.78148 0.97690
H36 -0.92859 1.41887 -1.34115
C10 2.17164 4.11988 0.28843
O10 2.57306 2.76455 -0.06418
H37 1.35727 4.47481 -0.29593
H38 1.95902 4.30494 1.37775
H39 3.12291 4.70585 0.07155
H40 2.90226 2.80119 -1.00399
C11 2.61731 -4.08923 0.64931
O11 1.22728 -4.30741 0.80047
H41 3.06850 -3.10112 0.88401
H42 3.11470 -4.90160 1.19351
H43 2.73570 -4.23026 -0.41058
H44 1.05413 -4.76992 1.64668
C12 1.81651 -2.95034 -3.20111
C13 1.34505 -1.92924 -2.17356
C14 2.35033 -0.75017 -2.21182
O12 0.06077 -1.43907 -2.61232
H45 1.72099 -2.29979 -4.06356
H46 1.12275 -3.75465 -3.28473
H47 2.82592 -3.31885 -2.99356
H48 1.19789 -2.30969 -1.16160
H49 3.38692 -1.11331 -2.11419
H50 2.24834 0.02019 -1.44381
H51 2.30701 -0.29033 -3.23336
H52 -0.65148 -1.80209 -2.01985
C15 -4.09474 3.42627 -1.75176
C16 -4.55758 2.21245 -0.93437
C17 -5.96448 2.33265 -0.34818
O13 -4.39851 1.06319 -1.75527
H53 -3.14329 3.14940 -2.14409
H54 -3.95948 4.33695 -1.15787
H55 -4.72725 3.67309 -2.53238
H56 -3.83376 2.17841 -0.08537
H57 -5.86662 3.09644 0.41169
H58 -6.25957 1.42235 0.15917
H59 -6.74723 2.73870 -1.01086
H60 -3.44126 0.85043 -1.72628

Force components x, y, z for each atom (eV/Å):
-1.8 0.9 1.1
1.0 -0.1 -0.4
-0.1 -0.3 0.1
0.0 0.0 0.8
1.6 -0.8 -1.9
-0.6 0.2 0.2
-1.7 0.7 -0.1
0.8 0.0 -1.0
-0.3 0.0 0.1
0.3 -0.6 -0.3
0.8 -0.3 0.6
0.2 0.2 0.6
-0.2 1.0 0.1
0.1 0.4 0.2
-0.1 -0.3 0.2
-0.6 -0.1 -0.2
0.1 -0.6 -0.8
0.6 -0.3 0.3
0.0 -1.5 1.8
-0.9 1.5 -1.5
0.9 0.2 -0.5
0.0 -0.1 -0.1
0.2 0.2 0.5
-0.2 -0.1 0.0
1.8 -1.1 -0.8
-0.7 0.3 0.4
0.4 0.4 0.4
-0.3 0.0 0.0
-1.1 0.6 0.4
0.0 -0.3 -0.3
-0.2 -0.1 -1.5
-1.0 0.2 0.0
0.5 -0.3 0.5
-0.6 -1.1 0.1
0.2 1.4 0.5
1.0 -0.1 0.6
-0.6 -2.9 -1.3
-0.5 0.3 0.5
0.2 1.1 1.1
0.6 0.0 0.2
-0.4 1.5 -0.5
0.7 0.1 -0.1
-1.9 1.4 0.7
0.6 0.6 -1.1
0.3 -1.2 0.6
0.9 -0.5 0.1
0.4 -0.3 -0.1
-0.3 -0.1 -0.1
0.2 -0.8 0.8
0.0 1.5 0.7
-0.5 -0.1 -0.2
0.0 0.1 -0.6
-0.2 -0.2 0.3
0.0 -0.6 -1.2
3.1 0.3 0.4
-0.1 0.4 -0.2
-0.6 0.2 -0.6
0.1 -1.0 -1.0
-1.4 0.0 0.3
-0.8 0.0 1.0
0.8 -0.7 -0.4
-1.1 0.5 1.4
-0.9 -0.5 0.4
0.5 0.4 -0.2
0.7 -0.2 -0.5
0.1 0.5 -0.7
-0.1 1.0 0.7
0.2 0.9 0.1
0.4 -0.2 -0.6
-0.3 0.0 0.4
0.6 -0.6 -0.8
-0.5 -0.7 -0.1
-0.1 0.2 -0.3
0.3 -0.2 0.0
-0.4 -0.1 0.0
-0.5 0.0 -0.1
-0.1 -0.2 0.9
0.5 0.3 -0.5
0.5 -0.1 2.0
0.5 0.8 0.2
0.5 0.6 -0.2
0.6 -0.5 0.3
0.9 0.0 -0.5
0.0 -0.2 0.2
-1.4 0.2 -1.7
-0.5 -0.4 -0.3
-0.1 0.2 0.4
-0.2 -0.2 -0.2
0.4 -0.6 -0.1
-0.8 0.1 -0.1


4.
Density functional theory data (wB97M-V/def2-TZVPD) for a molecular structure, C12H19P.

LUMO, eV: 0.809
HOMO-LUMO gap, eV: 9.3722
Relative energy (zero: lowest compared OMol25 entry of this formula, charge and spin), kJ/mol: 217.9
Calculated total energy, eV: -22037.497

Positions of all 32 atoms, in Å:
C1 3.92828 0.26729 -0.46956
C2 3.36656 -1.03867 -0.38414
C3 3.26878 1.38713 0.09901
C4 2.19669 -1.24800 0.26009
C5 1.97684 1.22511 0.64183
C6 1.52652 -0.07756 0.66952
C7 1.58551 -2.60155 0.31110
C8 1.16242 2.37122 1.08185
C9 -1.70419 -0.84033 -1.25968
C10 -3.17513 0.09822 0.55019
C11 -1.57688 1.53779 -0.55231
C12 -1.85930 0.08683 -0.01758
P1 -0.73578 -0.25481 1.47472
H1 4.80945 0.29523 -1.06110
H2 3.92116 -1.88063 -0.83772
H3 3.43366 2.47405 -0.18210
H4 1.12436 -2.76357 1.24151
H5 0.82134 -2.72882 -0.36957
H6 2.48239 -3.33924 0.12729
H7 1.64011 2.83860 1.93063
H8 0.96398 3.15898 0.27374
H9 0.18057 1.96862 1.44045
H10 -0.99267 -0.52470 -2.11334
H11 -1.35317 -1.83298 -0.87103
H12 -2.69437 -1.07285 -1.74057
H13 -3.82801 -0.57089 -0.01187
H14 -3.62316 1.00401 0.52020
H15 -3.12725 -0.18968 1.60233
H16 -1.82485 2.46850 0.03231
H17 -0.51507 1.59189 -0.83717
H18 -2.34975 1.63734 -1.31314
H19 -0.58765 -1.62213 1.00658

Force components x, y, z for each atom (eV/Å):
-1.5 -0.1 0.7
2.3 1.0 -0.4
-0.3 0.5 -1.8
-1.8 1.3 0.0
1.1 -1.5 -0.7
-3.6 -0.5 1.5
3.8 -1.0 0.4
-1.5 0.8 -0.3
0.5 -1.3 -0.4
-1.8 -3.4 1.2
-0.2 0.3 0.3
3.6 2.3 -1.7
3.2 -1.4 -2.1
0.8 0.7 -0.2
-0.3 0.5 0.3
0.9 -1.5 0.5
-0.2 -0.5 1.4
-1.4 -0.3 -1.9
-2.1 1.0 0.4
0.1 0.4 0.2
0.4 -1.1 1.1
0.8 0.7 -0.3
-1.0 -0.2 1.7
-0.2 0.7 -0.6
0.8 0.5 0.4
-0.2 -0.3 0.4
-1.4 3.1 0.0
-0.6 -0.3 0.1
0.4 -1.3 0.5
-0.7 0.2 -0.6
0.6 0.1 -1.0
-0.4 0.5 1.0


5.
Density functional theory data (wB97M-V/def2-TZVPD) for C5H9N3O in the gas phase.

LUMO, eV: 0.412
HOMO-LUMO gap, eV: 9.6237
Relative energy (zero: lowest compared OMol25 entry of this formula, charge and spin), kJ/mol: 436.4
Calculated total energy, eV: -11844.885

Positions of all 18 atoms, in Å:
N1 1.11868 1.85370 -0.09387
N2 0.20552 0.71704 -0.00522
C1 -1.13424 0.78260 -0.06266
N3 -1.86548 -0.23713 0.07663
C2 -3.12006 0.09753 -0.11540
O1 -4.11784 -0.59865 0.14853
C3 0.74060 -0.45983 0.61202
C4 2.07187 -0.99392 0.00420
C5 0.77114 -1.66834 -0.30710
H1 1.31534 2.32875 0.89066
H2 1.80797 1.63654 -0.73657
H3 -1.45879 1.71996 -0.36873
H4 -3.48371 1.20405 -0.25186
H5 0.79432 -0.24661 1.73977
H6 2.56277 -0.53742 -0.81375
H7 2.80076 -1.39119 0.66796
H8 0.60143 -2.72061 0.01336
H9 0.38971 -1.48647 -1.39795

Force components x, y, z for each atom (eV/Å):
-4.2 1.0 3.7
1.9 0.6 0.6
3.1 0.7 -0.9
1.3 -1.3 0.3
-7.2 0.7 1.8
2.2 0.4 -1.0
2.2 0.4 0.1
-1.3 0.3 0.0
-0.4 -1.1 -0.7
0.0 -1.8 -3.1
1.9 -0.3 -0.7
-0.9 1.9 -0.4
1.4 -1.1 -0.5
-0.5 -1.6 -1.5
0.2 0.9 -0.7
0.1 -0.6 0.7
-0.1 1.1 0.0
0.5 -0.2 2.4


6.
Density functional theory data (wB97M-V/def2-TZVPD) for 2 unconnected molecules or ions with the total composition C5H14N3O.

LUMO, eV: -4.110
HOMO-LUMO gap, eV: 9.4474
Net charge: +1
Relative energy (zero: lowest compared OMol25 entry of this formula, charge and spin), kJ/mol: 513.3
Calculated total energy, eV: -11919.087

Positions of all 23 atoms, in Å:
C1 1.82726 -1.80328 0.75838
C2 0.57776 0.08296 1.99524
C3 1.37065 -0.41012 -1.62958
C4 -0.05001 1.23701 -0.46454
C5 1.07489 -0.48136 0.71598
N1 -3.53516 1.08512 -0.84694
N2 -2.78749 0.23678 -0.41795
N3 0.79097 0.09894 -0.43158
O1 -4.62642 1.38567 -0.41368
H1 1.82320 -2.26011 1.76320
H2 2.89256 -1.77592 0.44626
H3 1.44069 -2.60497 0.20781
H4 0.93562 1.18963 1.97517
H5 1.30428 -0.34858 2.69028
H6 -0.41937 -0.02746 2.37354
H7 1.79440 0.43543 -2.35145
H8 2.03732 -1.20302 -1.33931
H9 0.61418 -0.70887 -2.33792
H10 -0.18607 1.62540 -1.48473
H11 -1.05512 1.05508 0.00181
H12 0.49717 1.89577 0.09787
H13 -3.10340 -0.30596 0.45471
H14 -3.21791 1.60187 -1.76255

Force components x, y, z for each atom (eV/Å):
1.4 0.5 1.5
3.3 2.0 0.2
0.6 1.7 -2.8
-2.0 0.2 -0.8
-1.3 -1.0 -1.6
-1.8 1.9 -1.7
2.9 -3.5 1.6
0.8 -2.2 1.8
-1.1 0.8 0.1
0.0 0.8 -0.1
-0.5 0.5 0.2
-1.2 -0.7 -1.5
-1.2 -1.5 0.2
-0.6 0.0 0.5
-0.6 -0.1 -0.4
0.0 -1.4 2.2
0.4 0.1 -0.8
-0.7 -0.9 0.2
0.2 -0.3 0.4
1.3 0.0 -0.6
0.8 2.5 1.2
-0.4 1.5 -1.7
-0.4 -1.0 1.7


Look up the calculated total energy of the sixth one.
-11919.087 eV